No. 1
# C4H15N2O

A 2-piece molecular cluster, C4H15N2O overall (ωB97M-V/def2-TZVPD, OMol25).

Geometry as ORCA input:
```
! RIJCOSX wB97M-V def2-TZVPD def2/J DEFGRID3
* xyz 2 2
C -0.723 0.676 -1.693
C -0.776 0.121 -0.271
C 0.491 -0.705 0.183
C 1.922 -0.043 -0.037
N 1.926 1.352 0.662
N -0.739 1.345 0.629
H 0.314 0.552 -2.029
H -1.445 0.056 -2.363
H -1.030 1.682 -1.973
H -1.739 -0.454 -0.025
H 0.356 -1.195 1.169
H 0.464 -1.463 -0.583
H 2.297 0.097 -1.005
H 2.716 -0.480 0.685
H 2.469 1.987 0.025
H 0.321 1.773 0.546
H 2.281 1.396 1.554
H -1.508 2.014 0.381
H -0.803 1.077 1.673
H -1.700 -3.461 0.181
H -2.719 -2.417 0.092
O -1.758 -2.543 0.443
*
```

## Properties
Kohn-Sham gap (spin up / spin down) = 11.0175 / 4.7324 eV
LUMO (spin up / spin down) = -7.41 / -13.69 eV

No. 2
# C5H15NO3

A 3-piece molecular cluster, C5H15NO3 overall (ωB97M-V/def2-TZVPD, OMol25).

Geometry as ORCA input:
```
! RIJCOSX wB97M-V def2-TZVPD def2/J DEFGRID3
* xyz 0 1
C 2.036 1.645 1.117
C 1.116 2.045 0.237
N 1.675 2.953 -0.736
C -0.308 1.487 0.123
C -0.148 0.053 -0.578
C -0.981 -1.051 0.026
O -0.398 -2.280 -0.402
H 1.768 1.039 1.975
H 3.122 1.847 1.173
H 1.009 3.160 -1.431
H 2.001 3.784 -0.227
H -0.782 1.486 1.165
H -1.096 2.101 -0.407
H -0.450 0.211 -1.672
H 0.845 -0.265 -0.495
H -2.001 -0.862 -0.312
H -1.060 -1.061 1.174
H -0.743 -3.096 0.096
O -4.026 -2.523 -1.106
H -4.537 -1.813 -0.814
H -3.123 -2.331 -1.043
O 2.056 -2.422 0.995
H 1.871 -1.503 1.125
H 2.157 -2.603 0.018
*
```

## Properties
SMILES = C=C(N)CCCO.O.O
Kohn-Sham gap = 9.2857 eV
LUMO = 0.63 eV

No. 3
# C10H18OSi

A 2-piece molecular cluster, C10H18OSi overall (ωB97M-V/def2-TZVPD, OMol25).

Geometry as ORCA input:
```
! RIJCOSX wB97M-V def2-TZVPD def2/J DEFGRID3
* xyz 0 1
C -1.204 -0.538 -0.986
C 0.795 2.630 -2.058
C -0.332 3.009 -1.155
C 3.088 -0.738 1.064
C 2.160 -1.813 0.522
C 0.915 2.342 -0.598
C 2.163 -0.461 -0.153
C -2.890 -0.791 1.591
C -1.698 -1.839 -0.454
C -1.869 -1.809 1.032
O -1.564 -0.090 -2.035
Si 0.700 0.638 0.293
H 0.660 1.809 -2.742
H 1.320 3.410 -2.501
H -0.621 4.073 -0.939
H -1.266 2.350 -1.102
H 2.963 -0.172 1.948
H 4.172 -0.829 0.741
H 2.580 -2.543 -0.060
H 1.246 -2.044 1.040
H 1.654 2.940 -0.081
H 2.590 -0.189 -1.125
H -3.817 -0.886 1.113
H -3.040 -0.851 2.603
H -2.455 0.204 1.309
H -0.785 -2.519 -0.585
H -2.646 -2.076 -1.018
H -0.907 -1.280 1.257
H -2.077 -2.830 1.444
H 0.164 0.895 1.634
*
```

## Properties
Kohn-Sham gap = 8.4864 eV
LUMO = 0.90 eV

No. 4
# C4H6N2

C4H6N2 as an isolated structure (ωB97M-V/def2-TZVPD, OMol25).

Geometry as ORCA input:
```
! RIJCOSX wB97M-V def2-TZVPD def2/J DEFGRID3
* xyz 0 1
N 2.835 -0.958 -1.193
C 1.974 -0.590 -0.528
C 0.910 -0.144 0.294
C 0.421 1.258 -0.004
C -1.452 0.087 0.106
N -0.276 -0.493 -0.356
H 0.990 -0.558 1.300
H -1.175 0.507 1.119
H 0.170 1.812 0.924
H -1.949 0.641 -0.691
H -2.139 -0.721 0.320
H -0.310 -0.840 -1.291
*
```

## Properties
Kohn-Sham gap = 8.8641 eV
LUMO = 0.10 eV

Q: Which formula does entry 4 have?
A: C4H6N2

Q: What is the formula in the second record?
A: C5H15NO3

Please write out number 3 again, unchanged.
# C10H18OSi

A 2-piece molecular cluster, C10H18OSi overall (ωB97M-V/def2-TZVPD, OMol25).

Geometry as ORCA input:
```
! RIJCOSX wB97M-V def2-TZVPD def2/J DEFGRID3
* xyz 0 1
C -1.204 -0.538 -0.986
C 0.795 2.630 -2.058
C -0.332 3.009 -1.155
C 3.088 -0.738 1.064
C 2.160 -1.813 0.522
C 0.915 2.342 -0.598
C 2.163 -0.461 -0.153
C -2.890 -0.791 1.591
C -1.698 -1.839 -0.454
C -1.869 -1.809 1.032
O -1.564 -0.090 -2.035
Si 0.700 0.638 0.293
H 0.660 1.809 -2.742
H 1.320 3.410 -2.501
H -0.621 4.073 -0.939
H -1.266 2.350 -1.102
H 2.963 -0.172 1.948
H 4.172 -0.829 0.741
H 2.580 -2.543 -0.060
H 1.246 -2.044 1.040
H 1.654 2.940 -0.081
H 2.590 -0.189 -1.125
H -3.817 -0.886 1.113
H -3.040 -0.851 2.603
H -2.455 0.204 1.309
H -0.785 -2.519 -0.585
H -2.646 -2.076 -1.018
H -0.907 -1.280 1.257
H -2.077 -2.830 1.444
H 0.164 0.895 1.634
*
```

## Properties
Kohn-Sham gap = 8.4864 eV
LUMO = 0.90 eV